Below is a structure of composition C6H11ClN3, with properties calculated with ωB97M-V/def2-TZVPD.

Element x y z (Å)
C (2.197, -1.539, 1.580)
C (1.474, -0.345, 1.751)
C (2.475, -2.202, 0.470)
C (-2.029, 0.722, -2.446)
C (-2.510, 1.081, -1.246)
C (0.899, 0.268, 0.721)
N (2.586, -3.071, -0.346)
N (0.282, 1.572, 0.742)
N (-2.097, 0.578, -0.003)
Cl (1.106, -0.218, -0.901)
H (2.938, -1.804, 2.405)
H (1.231, 0.006, 2.780)
H (-2.412, 0.955, -3.438)
H (-1.222, 0.018, -2.434)
H (-3.421, 1.686, -1.260)
H (3.017, -3.438, -1.135)
H (0.871, 2.205, 0.045)
H (0.101, 2.049, 1.693)
H (-1.602, -0.305, -0.060)
H (-2.812, 0.476, 0.699)
H (-1.075, 1.307, 0.383)

For the energy above the lowest of the compared OMol25 structures with the same formula, charge and spin, the calculation gives 2.911 eV. Its HOMO energy is -11.2 eV. As for the total charge: +1.